C4H3FGaO6 | ωB97M-V/def2-TZVPD

Structure (XYZ):
```
15
Properties=species:S:1:pos:R:3:forces:R:3
C -0.381321 -0.329930 -1.718489 -2.8 -0.3 -4.4
C -0.732812 1.113593 -2.087331 0.7 -0.2 -0.5
O -1.485833 1.807628 -1.060928 0.0 0.4 0.8
C -0.900274 2.404069 -0.081753 -3.1 0.3 -1.1
O 0.243121 2.240531 0.350380 2.8 -1.1 1.2
O -1.630537 3.280909 0.520307 0.0 0.0 -0.1
O 0.240996 -0.521233 -0.571631 2.1 -1.0 3.4
F -1.608953 -1.032462 -1.703340 1.9 0.8 0.3
H -1.374165 1.151996 -2.971554 0.1 -0.1 0.2
H 0.194892 1.665545 -2.288472 -0.2 0.1 0.0
O 5.004854 1.539881 -0.047955 -2.8 -0.1 -0.6
C 3.867592 1.438402 0.073075 5.7 0.3 0.6
O 2.763913 1.344465 0.471103 -1.6 -0.1 0.4
Ga 1.125437 0.565181 0.452868 -1.9 0.8 -1.4
H 0.246434 -0.734952 -2.593955 -0.9 0.3 1.2
```
Forces are in eV/Å.

Net charge   +2
HOMO energy (alpha / beta)   -19.60 / -19.61 eV
Max |F|   5.7 eV/A
Multiplicity   2
E_tot   -2629.5094 hartree